Version i
{
  "formula": "C3H4S",
  "method": "the ωB97M-V functional and the def2-TZVPD basis",
  "species": ["S", "C", "C", "C", "H", "H", "H", "H"],
  "positions_angstrom": [[0.59, 1.64, 0.21], [-0.49, 0.64, -0.54], [-0.87, -0.47, -1.05], [1.08, 0.39, 1.20], [-1.79, -0.52, -1.70], [0.66, 0.13, 2.16], [-0.19, -1.30, -0.99], [1.00, -0.50, 0.70]],
  "nbo_charge": [0.501, -0.147, -0.544, -0.635, 0.243, 0.199, 0.215, 0.168],
  "homo_ev": [-8.37, -8.69],
  "e_lumo_ev": [-0.43, -0.25],
  "charge": 0,
  "homo_lumo_gap_ev": [7.940, 8.438]
}

---

Version ii
{
  "formula": "C3H4S",
  "method": "the ωB97M-V functional and the def2-TZVPD basis",
  "species": ["S", "C", "C", "C", "H", "H", "H", "H"],
  "positions_angstrom": [[-2.22, -0.49, -0.25], [-1.30, 1.08, 0.32], [-0.54, 0.22, -0.27], [1.38, -0.66, -0.12], [0.83, -1.62, 0.09], [1.63, -0.14, 0.72], [-1.70, 2.10, 0.50], [1.92, -0.49, -0.99]],
  "nbo_charge": [-0.030, -0.341, -0.107, -0.423, 0.231, 0.198, 0.265, 0.207],
  "homo_ev": -7.54,
  "e_lumo_ev": -0.09,
  "charge": 0,
  "homo_lumo_gap_ev": 7.452
}

---

The structure with the greatest stability is version i.

---

Version i
{
  "formula": "C2H4N2OS",
  "method": "the ωB97M-V functional and the def2-TZVPD basis",
  "species": ["S", "O", "N", "N", "C", "C", "H", "H", "H", "H"],
  "positions_angstrom": [[-3.23, 0.26, -0.19], [-0.69, -0.46, -0.52], [1.33, 1.31, -0.21], [0.51, -0.90, -0.04], [-1.74, -0.02, 0.30], [1.50, 0.10, -0.04], [0.39, 1.65, -0.49], [0.88, -1.63, -0.54], [2.41, -0.45, 0.28], [-1.37, 0.14, 1.45]],
  "nbo_charge": [0.051, -0.387, -0.666, -0.332, -0.016, 0.254, 0.362, 0.370, 0.167, 0.198],
  "smiles": "[H]/N=C\\NOC=S",
  "homo_ev": -9.47,
  "e_lumo_ev": -0.12,
  "charge": 0,
  "homo_lumo_gap_ev": 9.357
}

---

Version ii
{
  "formula": "C2H4N2OS",
  "method": "the ωB97M-V functional and the def2-TZVPD basis",
  "species": ["S", "O", "N", "N", "C", "C", "H", "H", "H", "H"],
  "positions_angstrom": [[3.14, -0.24, -0.05], [0.72, -0.43, 0.45], [-1.34, -1.11, -0.21], [-1.08, 1.18, -0.05], [-0.61, -0.03, 0.19], [1.65, 0.41, -0.09], [-0.92, -1.88, 0.09], [-2.43, -1.01, -0.32], [1.17, 1.43, -0.37], [-0.30, 1.70, 0.37]],
  "nbo_charge": [0.034, -0.511, -0.801, -0.722, 0.661, 0.001, 0.385, 0.426, 0.213, 0.315],
  "smiles": "[H]/N=C(/N)OC=S",
  "homo_ev": -9.30,
  "e_lumo_ev": -0.31,
  "charge": 0,
  "homo_lumo_gap_ev": 8.989
}

---

The structure with the greatest stability is version ii.

---

Version i
{
  "formula": "C2H4N2OS",
  "method": "the ωB97M-V functional and the def2-TZVPD basis",
  "species": ["S", "O", "N", "N", "C", "C", "H", "H", "H", "H"],
  "positions_angstrom": [[-1.36, -0.85, 0.82], [1.12, -0.05, 0.50], [-0.26, 1.76, -0.91], [1.28, -0.35, -0.85], [0.59, 0.82, -1.57], [0.10, -0.37, 1.31], [-0.45, 2.36, -1.86], [0.64, -1.11, -1.03], [0.80, 0.54, -2.67], [0.65, -0.37, 2.34]],
  "nbo_charge": [-0.055, -0.375, -0.604, -0.311, 0.205, 0.025, 0.348, 0.365, 0.184, 0.218],
  "smiles": "[H]/N=C/NOC=S",
  "homo_ev": -9.24,
  "e_lumo_ev": 0.23,
  "charge": 0,
  "homo_lumo_gap_ev": 9.468
}

---

Version ii
{
  "formula": "C2H4N2OS",
  "method": "the ωB97M-V functional and the def2-TZVPD basis",
  "species": ["S", "O", "N", "N", "C", "C", "H", "H", "H", "H"],
  "positions_angstrom": [[-1.24, 0.36, 1.50], [-0.93, -0.41, -0.87], [-0.34, 1.85, -0.27], [-1.23, 0.82, -0.11], [-0.32, -1.09, 1.24], [-0.29, -1.33, -0.05], [0.37, -1.49, 2.01], [-0.31, 2.20, -1.26], [0.69, 1.63, 0.14], [0.19, -2.07, -0.50]],
  "nbo_charge": [0.431, -0.380, -0.653, -0.154, -0.509, 0.098, 0.256, 0.378, 0.336, 0.196],
  "smiles": "NN1OC=CS1",
  "homo_ev": -8.07,
  "e_lumo_ev": 0.91,
  "charge": 0,
  "homo_lumo_gap_ev": 8.986
}

---

Version iii
{
  "formula": "C2H4N2OS",
  "method": "the ωB97M-V functional and the def2-TZVPD basis",
  "species": ["S", "O", "N", "N", "C", "C", "H", "H", "H", "H"],
  "positions_angstrom": [[-2.61, -0.62, 0.00], [1.59, -1.50, -0.10], [0.86, 1.14, 0.00], [-0.06, 0.08, 0.05], [-1.35, 0.42, -0.08], [0.45, -1.25, 0.06], [-0.35, -1.93, 0.21], [1.35, 1.27, 0.91], [1.59, 0.92, -0.66], [-1.48, 1.48, -0.39]],
  "nbo_charge": [-0.081, -0.528, -0.647, -0.329, -0.072, 0.541, 0.153, 0.365, 0.372, 0.226],
  "smiles": "NN(C=O)C=S",
  "homo_ev": -8.95,
  "e_lumo_ev": -0.24,
  "charge": 0,
  "homo_lumo_gap_ev": 8.714
}

---

Version iv
{
  "formula": "C2H4N2OS",
  "method": "the ωB97M-V functional and the def2-TZVPD basis",
  "species": ["S", "O", "N", "N", "C", "C", "H", "H", "H", "H"],
  "positions_angstrom": [[-1.17, 1.07, -0.24], [-3.39, -0.31, -0.22], [0.30, 0.43, 0.33], [2.54, -0.20, -0.22], [-2.22, -0.35, 0.01], [1.32, 0.02, -0.53], [-1.65, -1.24, 0.38], [0.98, -0.11, -1.56], [2.71, -0.04, 0.79], [0.57, 0.72, 1.26]],
  "nbo_charge": [0.411, -0.509, -0.797, -0.661, 0.242, 0.275, 0.140, 0.174, 0.325, 0.400],
  "smiles": "[H]/N=C\\NSC=O",
  "homo_ev": -9.82,
  "e_lumo_ev": 0.54,
  "charge": 0,
  "homo_lumo_gap_ev": 10.356
}

---

The structure with the greatest stability is version iv.

---

Version i
{
  "formula": "C2H4N2OS",
  "method": "the ωB97M-V functional and the def2-TZVPD basis",
  "species": ["S", "O", "N", "N", "C", "C", "H", "H", "H", "H"],
  "positions_angstrom": [[-2.23, 0.24, 0.51], [-3.33, 0.08, -0.42], [0.76, 1.57, 0.01], [-1.12, -0.90, 0.40], [0.10, -0.99, 0.01], [1.11, 0.34, -0.36], [1.89, -0.25, 0.15], [0.77, -1.83, 0.09], [1.20, 0.09, -1.46], [0.85, 1.66, 1.07]],
  "nbo_charge": [1.242, -0.832, -0.549, -0.698, 0.232, -0.307, 0.196, 0.193, 0.201, 0.321],
  "homo_ev": [-8.18, -9.18],
  "e_lumo_ev": [-1.28, -0.84],
  "charge": 0,
  "homo_lumo_gap_ev": [6.898, 8.336]
}

---

Version ii
{
  "formula": "C2H4N2OS",
  "method": "the ωB97M-V functional and the def2-TZVPD basis",
  "species": ["S", "O", "N", "N", "C", "C", "H", "H", "H", "H"],
  "positions_angstrom": [[3.35, -0.06, 0.26], [3.02, -0.85, -2.11], [2.51, -0.54, -1.05], [1.18, -0.37, -1.12], [-1.35, 0.39, 1.04], [-0.66, 1.36, 0.93], [-0.21, 2.35, 0.78], [0.73, -0.26, -1.98], [-2.15, -0.34, 1.26], [0.51, -0.56, -0.41]],
  "nbo_charge": [-0.002, -0.366, 0.179, -0.614, -0.290, -0.221, 0.256, 0.389, 0.256, 0.412],
  "smiles": "N[N+]([O-])=S.C#C",
  "homo_ev": [-9.02, -9.02],
  "e_lumo_ev": [-0.46, -0.46],
  "charge": 0,
  "homo_lumo_gap_ev": [8.556, 8.555]
}

---

Version iii
{
  "formula": "C2H4N2OS",
  "method": "the ωB97M-V functional and the def2-TZVPD basis",
  "species": ["S", "O", "N", "N", "C", "C", "H", "H", "H", "H"],
  "positions_angstrom": [[0.90, 1.38, -0.36], [1.61, 1.68, 2.11], [-0.44, 0.53, -0.90], [0.01, -1.56, 0.05], [-0.58, -0.83, -0.76], [0.91, 1.09, 1.35], [-0.26, -2.52, -0.01], [-1.37, -1.11, -1.49], [0.11, 0.40, 1.68], [-0.88, 0.95, -1.68]],
  "nbo_charge": [0.428, -0.520, -0.780, -0.701, 0.283, 0.228, 0.361, 0.144, 0.148, 0.409],
  "smiles": "[H]/N=C/NSC=O",
  "homo_ev": -9.11,
  "e_lumo_ev": 0.41,
  "charge": 0,
  "homo_lumo_gap_ev": 9.520
}

---

Version iv
{
  "formula": "C2H4N2OS",
  "method": "the ωB97M-V functional and the def2-TZVPD basis",
  "species": ["S", "O", "N", "N", "C", "C", "H", "H", "H", "H"],
  "positions_angstrom": [[1.70, -1.45, -1.20], [0.96, -0.24, 0.79], [-1.58, 1.00, -2.42], [-1.66, 0.65, -1.37], [0.45, -0.56, -0.37], [-0.04, 0.40, 1.53], [-0.88, -0.24, 1.62], [-0.43, 1.48, 1.23], [1.00, -1.66, -2.35], [0.48, 0.62, 2.53]],
  "nbo_charge": [0.024, -0.527, -0.029, 0.008, 0.059, -0.262, 0.198, 0.199, 0.138, 0.193],
  "homo_ev": -8.77,
  "e_lumo_ev": 0.71,
  "charge": 0,
  "homo_lumo_gap_ev": 9.481
}

---

The structure with the greatest stability is version iii.